{
  "formula": "C4H10N2P",
  "method": "the ωB97M-V functional and the def2-TZVPD basis",
  "species": ["C", "C", "C", "C", "N", "N", "P", "H", "H", "H", "H", "H", "H", "H", "H", "H", "H"],
  "coordinates": [[1.0637, 0.9414, 1.4569], [-1.2036, 0.5447, 1.4734], [-0.4968, -0.8821, 1.6755], [0.3442, -0.7952, -3.6594], [-0.1065, 1.5473, 1.3585], [0.8911, -0.3620, 1.5907], [0.6581, -0.5848, -1.8724], [-1.7546, 0.7368, 0.6012], [-1.9429, 0.6922, 2.2913], [-0.8390, -1.2568, 2.6675], [-0.6045, -1.5858, 0.7807], [0.9757, -1.1004, -4.4701], [0.0261, 0.3003, -3.9889], [-0.6412, -1.2406, -3.7435], [-0.2156, 2.5443, 0.9476], [1.7510, -0.9744, 1.6809], [2.0948, 1.4750, 1.2101]],
  "forces_ev_per_a": [[0.41, 0.53, -1.57], [-0.48, -0.20, 0.92], [-0.22, 1.87, -1.65], [-1.88, 3.23, -0.07], [0.37, 1.81, 0.07], [3.16, -1.47, 1.25], [0.40, -0.28, -0.63], [-0.89, -0.70, -1.45], [0.99, 0.43, -0.20], [0.85, -0.12, -0.89], [-0.27, 0.80, 1.55], [0.83, -0.58, 0.21], [0.76, -1.67, 0.61], [-0.12, -0.67, -0.11], [0.16, -2.53, 1.19], [-1.70, 0.95, -0.15], [-2.38, -1.39, 0.91]],
  "lowdin_charge": [-0.1324, -0.1010, -0.0845, -0.5556, 0.0472, 0.0076, 0.6666, 0.0902, 0.1320, 0.1326, 0.1078, 0.0144, 0.0598, -0.0018, 0.2150, 0.1906, 0.2116],
  "charge": 1,
  "e_tot_ha": -608.904267,
  "gap_ev": [7.0309, 7.1038],
  "relative_energy_ev": 2.731
}

{
  "formula": "C4H10N2S",
  "method": "the ωB97M-V functional and the def2-TZVPD basis",
  "species": ["C", "C", "C", "N", "N", "C", "S", "H", "H", "H", "H", "H", "H", "H", "H", "H", "H"],
  "coordinates": [[-0.0137, 1.3694, -0.8151], [-0.5657, 0.5100, 0.1925], [-0.9225, -0.7051, -0.6397], [-1.3545, -2.0012, 0.0084], [0.3575, 0.1890, 1.3039], [1.5216, -0.2231, 0.8412], [2.1252, -0.8876, -0.5661], [0.1332, 2.3897, -0.5109], [-0.5847, 1.7541, -1.7824], [1.1136, 0.9326, -1.1242], [-1.4633, 0.6571, 0.6697], [0.0836, -0.6907, -1.1123], [-1.5399, -0.1531, -1.5362], [-1.3998, -1.5554, 1.0618], [-0.4343, -2.4370, 0.2526], [0.3969, 0.9916, 2.1687], [2.5467, -0.1402, 1.5880]],
  "forces_ev_per_a": [[3.00, 3.93, -3.74], [-1.55, -2.42, 0.67], [0.47, 0.46, -3.14], [1.69, 3.33, 3.56], [0.27, 3.22, 1.39], [6.26, -0.90, 2.46], [0.22, -0.38, 0.78], [0.65, 0.59, 1.08], [0.62, -2.11, 1.77], [-3.47, 1.59, 0.41], [-2.18, 1.96, 1.15], [-1.32, -1.99, -0.56], [0.45, -2.25, 2.35], [-0.93, -1.73, -2.68], [-0.64, -0.20, -0.99], [-0.04, -3.19, -3.23], [-3.49, 0.09, -1.29]],
  "lowdin_charge": [-0.1586, -0.4906, -0.3380, 0.0074, -0.0176, -0.6967, 0.6655, 0.0585, 0.1350, 0.0642, 0.1124, -0.0239, 0.1590, 0.1143, 0.0478, 0.2447, 0.1165],
  "smiles": "C[C@@H](CN)NC=S",
  "charge": 0,
  "e_tot_ha": -665.930035,
  "gap_ev": 8.1853,
  "relative_energy_ev": 4.705
}